39
Properties=species:S:1:pos:R:3:forces:R:3 method="wB97M-V/def2-TZVPD" homo_lumo_gap_ha=0.316 smiles=CCc1ccc(Cl)cc1-n1cc(-c2ncnc3[nH]ccc23)cc1C#N e_tot_ha=-1466.41686
C -1.950 0.360 -2.735 0.2 0.6 0.2
C -2.740 0.749 -1.463 -0.1 -0.3 -1.0
C -3.105 -0.453 -0.633 -0.4 0.2 0.2
C -4.450 -0.864 -0.578 0.1 -0.4 0.6
C -4.879 -1.987 0.137 -0.1 -0.3 0.3
C -3.932 -2.739 0.831 0.7 0.2 -0.6
Cl -4.380 -4.164 1.763 0.2 0.6 -0.5
C -2.583 -2.374 0.735 0.3 0.1 0.3
C -2.159 -1.206 0.076 -1.1 -0.9 -0.1
N -0.770 -0.869 0.115 -0.5 0.6 -0.3
C -0.259 0.329 0.574 -1.4 0.2 0.6
C 1.097 0.317 0.429 0.2 -1.4 -0.8
C 1.996 1.343 0.903 0.8 0.2 -0.3
N 1.417 2.496 1.241 -0.3 -0.5 0.1
C 2.190 3.474 1.676 0.5 0.6 0.0
N 3.508 3.464 1.719 0.0 1.3 0.4
C 4.071 2.346 1.331 1.7 0.0 0.8
N 5.439 2.099 1.347 0.1 0.3 0.0
C 5.679 0.779 0.977 -1.8 0.1 -0.4
C 4.459 0.202 0.716 -0.6 -0.5 -0.1
C 3.410 1.199 0.978 -0.3 -1.4 -0.9
C 1.402 -0.921 -0.254 1.9 1.1 0.4
C 0.272 -1.618 -0.429 -0.9 0.4 0.3
C 0.151 -2.808 -1.179 -0.4 0.3 0.2
N 0.101 -3.734 -1.849 -0.1 -0.6 -0.3
H -2.576 -0.297 -3.340 0.2 -0.2 0.0
H -1.756 1.265 -3.363 0.1 -0.7 0.6
H -1.012 -0.148 -2.466 -0.2 0.2 -0.4
H -2.247 1.518 -0.891 0.4 0.2 0.2
H -3.632 1.208 -1.869 -0.5 0.1 0.4
H -5.224 -0.265 -1.040 0.2 0.1 -0.3
H -5.937 -2.306 0.182 0.7 0.4 -0.1
H -1.815 -2.993 1.191 -0.2 0.1 0.2
H -0.904 1.142 1.009 0.8 -1.3 -0.5
H 1.707 4.397 1.998 0.0 -0.2 -0.1
H 6.121 2.783 1.660 -0.3 -0.4 -0.2
H 6.648 0.333 0.810 0.0 0.3 0.3
H 4.278 -0.813 0.335 0.4 0.7 0.4
H 2.366 -1.242 -0.643 -0.3 0.1 0.3

71
Properties=species:S:1:pos:R:3:forces:R:3 method="wB97M-V/def2-TZVPD" homo_lumo_gap_ha=0.334 smiles="O=S1(=O)CC[C@@H]([PH2]=S)CO1.CCOP(=O)(OCC)OCC.CCOP(=O)(OCC)OCC" e_tot_ha=-3281.22910
O 2.033 -4.319 2.597 -0.6 -0.8 -0.8
S 0.794 -3.748 3.023 2.9 0.7 1.6
O 0.905 -3.138 4.320 -1.1 0.4 -0.1
C 0.333 -2.514 1.818 -1.1 -0.6 -0.1
C -1.205 -2.331 1.761 0.5 0.2 -0.1
C -1.846 -2.881 3.031 -0.9 -0.7 -0.6
P -3.637 -2.482 3.033 0.0 1.8 0.5
S -3.917 -0.565 3.213 -0.1 0.0 -0.2
C -1.699 -4.401 3.005 -0.1 0.1 0.4
O -0.325 -4.864 3.106 -0.3 0.3 -0.9
H 0.845 -1.603 2.123 0.1 -0.2 0.1
H 0.718 -2.881 0.871 0.1 0.1 0.0
H -1.448 -1.285 1.578 -0.1 0.0 0.1
H -1.581 -2.904 0.910 -0.1 0.1 0.0
H -1.476 -2.409 3.941 0.1 -0.1 0.0
H -4.236 -3.012 1.877 0.2 -0.5 0.1
H -4.201 -3.127 4.145 0.1 -0.6 -0.3
H -2.090 -4.773 2.057 0.0 -0.1 0.0
H -2.256 -4.866 3.818 0.2 -0.1 0.1
C -3.055 1.441 -4.449 0.1 -0.1 -0.1
C -3.645 0.263 -3.701 -0.3 0.3 0.2
O -3.200 -0.982 -4.249 1.0 0.8 -0.2
P -1.969 -1.799 -3.619 -5.5 -4.9 -0.6
O -2.108 -1.724 -2.142 2.8 2.3 0.1
O -2.500 -3.351 -3.793 0.2 0.1 -0.1
C -2.470 -4.242 -2.681 0.0 -0.1 0.0
C -3.809 -4.329 -1.980 -0.1 0.1 0.0
O -1.130 -2.056 -4.962 1.9 1.8 1.0
C -0.410 -0.980 -5.592 0.2 0.2 -0.3
C 0.535 -0.275 -4.642 -0.1 -0.1 0.1
H -1.971 1.484 -4.318 0.0 0.0 0.0
H -3.477 2.375 -4.078 0.0 0.0 0.0
H -3.261 1.363 -5.517 0.0 0.0 0.0
H -3.413 0.325 -2.637 0.1 -0.2 0.0
H -4.731 0.268 -3.797 0.0 -0.1 0.0
H -1.698 -3.941 -1.974 0.0 0.0 0.0
H -2.186 -5.219 -3.078 0.0 0.0 -0.1
H -4.150 -3.339 -1.676 0.1 0.0 0.1
H -3.722 -4.961 -1.092 0.0 0.0 0.0
H -4.572 -4.752 -2.634 0.0 0.0 0.0
H -1.122 -0.283 -6.041 -0.1 0.0 0.1
H 0.150 -1.434 -6.408 -0.1 -0.1 0.0
H -0.010 0.190 -3.813 0.0 0.0 0.0
H 1.089 0.506 -5.161 0.0 0.0 0.0
H 1.246 -0.983 -4.214 0.0 0.0 0.0
C 2.016 6.386 1.159 0.1 -0.1 -0.1
C 1.516 5.199 1.954 -0.3 0.3 0.2
O 1.926 3.958 1.369 0.5 0.5 -0.1
P 3.215 3.170 1.888 -2.8 -2.5 -0.1
O 3.504 3.451 3.297 1.4 1.0 -0.4
O 2.706 1.657 1.766 0.2 0.1 -0.2
C 2.792 0.751 2.869 -0.1 -0.2 0.2
C 1.463 0.644 3.583 -0.1 0.1 0.0
O 4.111 3.085 0.584 1.0 0.9 0.6
C 4.828 4.235 0.096 0.2 0.2 -0.2
C 5.715 4.871 1.147 -0.1 0.0 0.1
H 3.106 6.448 1.189 0.0 0.0 0.0
H 1.614 7.313 1.569 0.0 0.0 0.0
H 1.713 6.306 0.114 0.0 0.0 0.0
H 1.846 5.265 2.992 0.1 -0.2 0.0
H 0.426 5.188 1.958 0.0 -0.1 0.0
H 3.581 1.047 3.559 0.0 0.2 0.0
H 3.075 -0.217 2.450 0.0 0.0 -0.1
H 1.107 1.622 3.908 0.1 0.0 0.0
H 1.545 -0.002 4.458 0.0 -0.1 0.0
H 0.702 0.235 2.916 0.0 0.1 0.0
H 4.116 4.955 -0.316 -0.1 0.0 0.1
H 5.432 3.875 -0.734 -0.1 -0.1 0.0
H 5.131 5.243 1.992 0.0 0.0 0.0
H 6.265 5.709 0.719 0.0 0.0 -0.1
H 6.428 4.144 1.535 0.0 0.0 0.0

12
Properties=species:S:1:pos:R:3:forces:R:3 method="wB97M-V/def2-TZVPD" homo_lumo_gap_ha=0.324 relative_energy_ev=5.9004 e_tot_ha=-397.61986
C -0.733 -0.014 -0.429 2.7 -5.6 4.6
C 0.462 0.932 -0.337 -2.5 1.8 -1.7
C 0.087 -1.147 0.846 -2.3 -0.5 -1.2
O 1.168 -1.743 0.314 0.2 0.1 0.2
N -0.570 1.662 -1.153 1.0 4.6 0.0
O -1.040 2.699 -0.660 0.8 -2.1 -0.7
O -0.383 -1.463 1.906 0.4 0.8 -0.7
H 1.468 -2.417 0.960 -0.1 0.4 -0.3
H -1.635 0.142 0.158 0.1 0.4 -0.5
H -0.764 -0.672 -1.294 -0.2 0.4 0.1
H 0.629 1.394 0.633 0.2 -0.1 -0.1
H 1.311 0.627 -0.942 -0.1 -0.2 0.2